1.
Here is a cluster of 2 separate species, C28H33N2 in total at a distorted geometry from the Open Molecules 2025 dataset. Energies are from wB97M-V/def2-TZVPD.

Structure (XYZ):
```
63
Properties=species:S:1:pos:R:3
C 5.8513 1.1957 3.1770
N 5.5338 0.0887 2.2618
C 6.4638 -1.0478 2.3520
C 4.1930 -0.1344 1.8315
C 3.7164 0.3698 0.6037
C 2.4798 0.0254 0.1296
C 1.6376 -0.8484 0.8504
C 0.4134 -1.3840 0.2858
C -0.7006 -1.8790 1.0461
C -1.5232 -2.6734 0.2171
C -2.6275 -3.3387 0.7489
C -2.9029 -3.1864 2.0909
C -2.1083 -2.3800 2.9086
C -1.0191 -1.7163 2.4000
C -0.9480 -2.6571 -1.1087
C 0.2108 -1.8429 -1.0664
C 1.0046 -1.7144 -2.2137
C 0.6331 -2.3757 -3.3590
C -0.5088 -3.1803 -3.3899
C -1.3019 -3.3323 -2.2746
C 2.0886 -1.2866 2.1153
C 3.3218 -0.9422 2.5872
H 5.0525 1.9355 3.1628
H 5.9574 0.8216 4.1934
H 6.7792 1.6799 2.8812
H 6.1381 -1.8510 1.6918
H 7.4652 -0.7453 2.0526
H 6.5016 -1.4307 3.3697
H 4.3646 1.0088 0.0296
H 2.1254 0.4492 -0.7937
H -3.2285 -3.9752 0.1209
H -3.7442 -3.7054 2.5194
H -2.3397 -2.2920 3.9586
H -0.4250 -1.0685 3.0189
H 1.9003 -1.1215 -2.1856
H 1.2388 -2.2800 -4.2454
H -0.7619 -3.7035 -4.2967
H -2.1623 -3.9815 -2.2824
H 1.4785 -1.9648 2.6858
H 3.6607 -1.2943 3.5447
C -4.1854 3.1305 -3.2371
C -2.8931 2.5204 -2.6892
C -2.4868 1.2811 -3.4856
C -2.9751 2.1990 -1.1802
C -3.3606 3.4281 -0.3201
C -2.5062 3.3436 0.9591
C -1.3571 2.3715 0.6356
N -1.6434 1.7485 -0.6750
H -5.0263 2.4515 -3.0959
H -4.4352 4.0715 -2.7439
H -4.1042 3.3306 -4.3078
H -2.0902 3.2693 -2.7941
H -3.2411 0.4987 -3.3926
H -2.3788 1.5070 -4.5490
H -1.5406 0.8693 -3.1284
H -3.7081 1.3955 -1.0205
H -3.1409 4.3467 -0.8726
H -4.4340 3.4494 -0.0921
H -2.1317 4.3313 1.2599
H -3.1007 2.9726 1.8025
H -0.4017 2.9002 0.5587
H -1.2428 1.6120 1.4175
H -1.5248 0.7304 -0.6685
```

Net charge: +1
Energy relative to the best compared isomer or geometry (same formula, charge and spin) in eV: 0.7869
Largest force on an atom in eV Å⁻¹: 1.761
E_LUMO in eV: -5.926
Highest occupied orbital energy in eV: -10.6588

***

2.
Here is a cluster of 2 separate species, C28H33N4S in total at a distorted geometry from the Open Molecules 2025 dataset. Energies are from wB97M-V/def2-TZVPD.

Structure (XYZ):
```
66
Properties=species:S:1:pos:R:3
C 3.1904 3.7277 0.4867
C 2.3549 2.5012 0.7792
N 0.9208 2.7649 0.8114
C 0.5351 3.9480 1.1525
N 1.3507 5.0146 1.3792
C 2.7955 4.8499 1.4119
C 0.7883 6.1959 2.0054
C -0.7079 6.1149 1.7694
S -1.1509 4.4110 1.3808
H 4.2489 3.5020 0.6175
H 3.0341 4.0348 -0.5511
H 2.5121 1.7281 0.0197
H 2.6865 2.0866 1.7496
H 3.1282 4.6263 2.4383
H 3.2415 5.8017 1.1042
H 1.0090 6.2143 3.0837
H 1.2314 7.0955 1.5609
H -1.2799 6.4314 2.6448
H -0.9927 6.7301 0.9077
C -2.6917 2.8038 -4.2282
N -2.2445 1.7654 -3.3205
C -1.9164 1.9411 -2.0130
C -1.4203 0.7211 -1.4825
C -0.8773 0.5571 -0.2104
C -0.6942 -0.6886 0.4573
C -1.5048 -1.8439 0.2462
C -1.1256 -3.0967 0.7044
C 0.0724 -3.2278 1.4706
N 0.5054 -4.4569 1.8792
C -0.3539 -5.6177 1.8038
C -1.1462 -5.6189 0.5119
C -1.9313 -4.3129 0.3623
C 1.5583 -4.5805 2.8645
C 2.6691 -3.5839 2.5986
C 2.1033 -2.1673 2.5679
C 0.8288 -2.0620 1.7926
C 0.3911 -0.8247 1.3633
C -1.4721 -0.2501 -2.5925
C -0.9764 -1.5336 -2.7954
C -1.1341 -2.1353 -4.0582
C -1.6708 -1.4219 -5.1452
C -2.1054 -0.0988 -4.9771
C -2.0119 0.4406 -3.7013
H -2.7792 2.3759 -5.2281
H -3.6658 3.2079 -3.9291
H -1.9743 3.6326 -4.2593
H -2.0235 2.8956 -1.5036
H -0.5034 1.4525 0.2976
H -2.4427 -1.7410 -0.3045
H 0.2914 -6.5031 1.8704
H -1.0404 -5.6379 2.6719
H -0.4583 -5.7399 -0.3342
H -1.8257 -6.4750 0.5190
H -2.8198 -4.3587 1.0115
H -2.3019 -4.2320 -0.6662
H 1.1444 -4.4142 3.8779
H 1.9324 -5.6103 2.8165
H 3.4224 -3.6718 3.3850
H 3.1463 -3.8138 1.6386
H 1.9286 -1.8295 3.6002
H 2.8446 -1.4868 2.1340
H 0.9292 0.0796 1.6492
H -0.4735 -2.0515 -1.9812
H -0.8263 -3.1733 -4.1978
H -1.7453 -1.8929 -6.1248
H -2.5066 0.5009 -5.7931
```

Net charge: +1
Energy relative to the best compared isomer or geometry (same formula, charge and spin) in eV: 0.0119
Largest force on an atom in eV Å⁻¹: 1.402
E_LUMO in eV: -3.781
Highest occupied orbital energy in eV: -9.9874

***

3.
Here is a structure of composition C28H34BrEuN7O3S at a distorted geometry from the Open Molecules 2025 dataset. Energies are from wB97M-V/def2-TZVPD.

Structure (XYZ):
```
75
Properties=species:S:1:pos:R:3
Eu -8.4578 -15.3492 11.2026
N -6.3696 -11.5100 9.2289
C -5.3650 -11.7880 10.0818
C -4.0480 -11.2549 10.1006
C -3.2251 -11.7339 11.0812
C -3.7132 -12.7047 12.0245
C -4.9517 -13.2581 11.9890
C -5.7703 -12.7981 10.9487
N -7.0354 -13.1792 10.6001
C -7.3172 -12.4588 9.5189
C -8.5811 -12.7459 8.7785
C -8.9245 -12.3273 7.5732
S -10.3302 -13.1787 7.0770
C -10.3956 -13.9817 8.6004
N -9.3729 -13.7534 9.3528
H -6.4266 -10.8783 8.4036
H -3.6723 -10.6111 9.2879
H -2.2647 -11.2597 11.1331
H -3.0747 -13.1064 12.7923
H -5.2083 -14.1572 12.6129
H -8.1996 -11.8903 6.9019
H -11.1927 -14.6543 8.8745
C -1.4592 -19.7798 11.9343
C -1.9261 -18.4907 12.6828
C -0.8959 -17.3348 12.4915
C -2.0346 -18.9456 14.1092
C -3.2146 -17.8553 12.1901
C -4.2181 -17.5048 13.0487
C -5.3091 -16.9260 12.4635
Br -6.9403 -16.7189 13.4559
C -5.3965 -16.6294 11.0983
O -6.5858 -16.2222 10.6517
C -4.2861 -16.8242 10.2724
C -3.2285 -17.5276 10.8198
C -4.3162 -16.4827 8.7526
C -4.9693 -17.6703 8.0006
C -4.9969 -15.1334 8.4945
C -2.8002 -16.3324 8.2844
H -0.4175 -19.9885 12.2141
H -1.5108 -19.6014 10.8401
H -2.0934 -20.6149 12.1781
H 0.0517 -17.5402 13.0542
H -1.3037 -16.3711 12.8670
H -0.5440 -17.2356 11.4738
H -1.1027 -19.4444 14.2686
H -2.8859 -19.7104 14.1893
H -2.2652 -18.1828 14.9088
H -4.1564 -17.8222 14.1384
H -2.3303 -17.7041 10.2084
H -6.0750 -17.5434 7.9504
H -4.6191 -18.6687 8.4150
H -4.6206 -17.6465 6.9599
H -6.0686 -15.1838 8.2745
H -4.6108 -14.6069 7.6078
H -4.9102 -14.5400 9.3979
H -2.0795 -17.2538 8.3612
H -2.2517 -15.5354 8.8047
H -2.7738 -16.1583 7.2018
C -9.6657 -17.0476 8.6614
O -9.7597 -16.4266 9.8914
H -8.7038 -17.5036 8.4666
H -9.7567 -16.3941 7.7575
H -10.3817 -17.8031 8.5389
N -13.1862 -19.4209 12.5306
C -12.2884 -18.4698 12.2429
N -12.0636 -18.1018 10.9815
N -11.6819 -17.8889 13.2810
C -10.8924 -16.8971 13.0287
N -10.0919 -16.0650 12.8247
H -13.8049 -19.7516 11.8396
H -13.4976 -19.2995 13.5286
H -12.5003 -18.4945 10.1951
H -11.2550 -17.5672 10.7064
O -9.0342 -12.5496 14.2099
C -9.0087 -13.2194 13.3210
```

Net charge: +1
Energy relative to the best compared isomer or geometry (same formula, charge and spin) in eV: 1.4188
2S+1: 7
Largest force on an atom in eV Å⁻¹: 3.323
Expectation value of S²: 12.011
E_LUMO (alpha / beta) in eV: -2.948 / -2.488
Highest occupied orbital energy (alpha / beta) in eV: -9.8626 / -9.8746

***

4.
Here is a structure of composition C28H34F2N6O9S2 at a distorted geometry from the Open Molecules 2025 dataset. Energies are from wB97M-V/def2-TZVPD.

Structure (XYZ):
```
81
Properties=species:S:1:pos:R:3
C -1.4876 0.7799 5.6110
C -1.1222 -0.3798 5.0484
C -1.6341 -0.6750 3.6599
O -2.7696 -0.3421 3.3700
O -0.8947 -1.3398 2.7412
C 0.4815 -0.9015 2.6281
C 0.6859 0.3176 1.7155
C 0.4948 1.7146 2.4080
C -0.4216 2.6584 1.5728
C -1.8782 2.1475 1.6016
C -2.8106 2.7883 0.5323
C -2.6727 2.1701 -0.8174
N -1.4910 1.9602 -1.3660
C -1.6670 1.3709 -2.5775
N -0.6815 0.9823 -3.3623
C 0.7403 1.1771 -3.0498
C 1.1214 0.6602 -1.6530
C 1.9137 -0.6365 -1.6055
O 1.5869 -1.4616 -0.7777
N 3.0238 -0.8721 -2.4562
C 4.1287 0.0247 -2.1731
C 4.7488 0.6575 -3.2362
C 5.8151 1.5072 -3.0565
C 6.3072 1.7427 -1.7825
C 5.7015 1.0975 -0.7166
C 4.6271 0.2603 -0.9054
N -2.9948 1.2728 -2.7738
C -3.6578 0.7369 -3.9673
N -3.6129 1.7530 -1.6756
O -4.9414 1.8640 -1.4233
C -5.5897 0.5798 -1.3917
O -6.6676 0.5082 -1.9126
C -4.9389 -0.6305 -0.7943
C -4.3713 -0.6953 0.4681
C -3.8342 -1.8803 0.9103
C -3.8402 -3.0238 0.1349
C -4.3923 -2.9394 -1.1375
C -4.9292 -1.7650 -1.5957
H -2.5052 1.1365 5.4357
H -0.7886 1.3841 6.1909
H -0.4610 -1.0649 5.5831
H 1.0283 -1.7323 2.1625
H 0.9777 -0.7225 3.5905
H 0.0217 0.3069 0.8385
H 1.7046 0.3070 1.3025
H 0.0289 1.5351 3.3864
H 1.4781 2.1839 2.5369
H -0.0633 2.6809 0.5341
H -0.3625 3.6876 1.9601
H -1.8644 1.0668 1.4033
H -2.2685 2.3079 2.6145
H -2.5233 3.8473 0.4258
H -3.8363 2.7873 0.9185
H -0.9185 0.5574 -4.2445
H 0.9798 2.2444 -3.1566
H 1.3271 0.6752 -3.8285
H 1.7687 1.4319 -1.2038
H 0.2784 0.5347 -0.9764
H 3.3590 -1.8119 -2.2384
H 4.3885 0.4615 -4.2464
H 6.3073 1.9860 -3.9018
H 7.1462 2.4106 -1.6010
H 6.1152 1.2871 0.2720
H 4.2013 -0.2374 -0.0317
H -2.9624 0.6064 -4.7938
H -4.2373 -0.1554 -3.7118
H -4.3888 1.5003 -4.2784
H -4.3675 0.1783 1.1187
H -3.3997 -1.9533 1.9028
H -3.4050 -3.9555 0.4857
H -4.3972 -3.8411 -1.7484
H -5.3741 -1.7807 -2.5908
N 3.5927 -3.5957 0.9776
S 5.0154 -4.1790 0.5936
O 5.4166 -5.3617 1.2814
O 6.0322 -3.2211 0.2915
F 4.6440 -4.7426 -0.8552
S 3.5436 -2.9948 2.4255
O 2.2043 -2.7697 2.8844
O 4.4912 -1.9710 2.7430
F 3.9972 -4.2035 3.3529
```

Net charge: 0
Largest force on an atom in eV Å⁻¹: 3.266
E_LUMO in eV: -0.998
Highest occupied orbital energy in eV: -8.6205